# 1
{
  "formula": "C25H42BeBrNOP2",
  "method": "ωB97M-V/def2-TZVPD",
  "elements": ["N", "C", "C", "C", "C", "C", "C", "Be", "P", "C", "C", "C", "C", "C", "C", "C", "Br", "H", "H", "H", "H", "H", "H", "H", "H", "H", "H", "P", "C", "C", "H", "H", "H", "H", "H", "C", "C", "H", "H", "H", "H", "H", "C", "C", "H", "H", "H", "H", "H", "C", "C", "H", "H", "H", "H", "H", "C", "C", "H", "H", "H", "H", "H", "C", "C", "H", "H", "H", "H", "H", "O", "H", "H"],
  "xyz": [[6.6275, 1.9747, 6.2064], [5.5040, 2.5941, 6.5542], [4.3796, 2.6144, 5.7203], [4.4126, 1.9482, 4.4621], [5.6271, 1.2972, 4.1358], [6.7115, 1.3499, 5.0313], [3.2125, 1.9232, 3.5994], [0.9087, 1.4670, 0.7142], [-3.3715, -2.2467, -1.0058], [3.1022, 1.2718, 2.4113], [1.8930, 0.6058, 1.9074], [1.9111, -0.7853, 1.5746], [0.7063, -1.4575, 1.4437], [-0.4953, -0.7585, 1.6046], [-0.5274, 0.5356, 2.1018], [0.6665, 1.2431, 2.3779], [-2.0578, -1.3970, 0.6747], [2.3529, 2.4315, 4.0424], [3.9853, 1.0331, 1.8402], [3.5010, 3.1450, 6.0851], [5.7476, 0.7491, 3.2083], [5.4955, 3.0902, 7.5386], [7.6639, 0.8683, 4.8182], [2.8755, -1.3308, 1.5086], [0.6629, 2.3233, 2.5985], [0.7074, -2.5437, 1.3110], [-1.4613, 0.9695, 2.4560], [0.2127, 1.2036, -1.7967], [-4.4958, -2.8973, 0.2705], [-4.9643, -4.3410, 0.1575], [-5.3343, -2.1816, 0.2433], [-3.9836, -2.7766, 1.2555], [-5.3531, -4.5884, 1.1618], [-5.7587, -4.4525, -0.5942], [-4.1404, -5.0324, -0.0750], [-2.0738, -3.4565, -1.5138], [-2.2658, -4.3733, -2.7267], [-1.9733, -4.0903, -0.6118], [-1.1328, -2.8829, -1.6346], [-1.2977, -4.8824, -2.8634], [-3.0345, -5.1498, -2.5722], [-2.4920, -3.8205, -3.6509], [-4.1985, -1.1325, -2.1476], [-5.6150, -1.4873, -2.6356], [-3.5136, -1.0949, -3.0101], [-4.2077, -0.1261, -1.6917], [-5.9272, -0.6923, -3.3231], [-5.6794, -2.4410, -3.1714], [-6.3474, -1.5072, -1.8221], [-0.7667, 2.1628, -3.0245], [-0.1122, 2.6328, -4.3239], [-1.1729, 3.0376, -2.4937], [-1.6184, 1.5010, -3.2553], [0.3403, 3.6252, -4.2010], [0.6461, 1.9441, -4.7145], [-0.8986, 2.7236, -5.0858], [0.6555, -0.3240, -2.7081], [1.8733, -1.0313, -2.1451], [0.7888, -0.0712, -3.7725], [-0.2325, -0.9806, -2.6373], [2.7840, -0.4299, -2.2696], [1.7669, -1.2487, -1.0734], [2.0463, -1.9787, -2.6688], [1.7956, 2.1139, -1.4996], [1.5671, 3.4973, -0.8829], [2.3611, 2.1162, -2.4439], [2.3831, 1.4989, -0.7652], [2.5317, 4.0148, -0.8160], [0.8959, 4.1152, -1.4945], [1.1537, 3.4700, 0.1463], [-1.7081, 2.3767, 0.2879], [-1.7278, 2.7006, -0.6298], [-2.5176, 1.8214, 0.3027]],
  "forces_ev_per_a": [[0.3, 0.0, 0.1], [-0.2, -0.2, -0.4], [0.0, -0.2, -0.4], [1.1, 0.7, 0.5], [0.0, 0.3, 0.4], [-1.1, 0.3, -0.1], [0.1, -0.3, -0.3], [-1.7, -0.2, -3.7], [-0.8, -1.0, 0.2], [1.2, 0.2, 0.4], [0.2, 1.2, 2.1], [-0.1, 0.1, 0.0], [0.6, 0.3, 0.2], [0.7, -0.5, 1.4], [0.7, 1.4, 1.2], [-0.8, -1.4, -0.7], [1.0, 1.0, 0.3], [-0.1, -0.7, 0.2], [0.5, -0.4, 0.3], [0.0, -0.2, -0.3], [-0.1, 0.0, 0.0], [0.0, -0.3, -0.6], [-0.2, 0.1, -0.1], [-0.6, 0.6, 0.0], [0.1, -0.5, 0.6], [-0.1, 0.3, -0.2], [0.0, 0.1, -0.5], [0.9, -0.4, 1.2], [-0.2, -0.2, 0.0], [-0.4, -0.1, 0.4], [0.1, -0.3, 0.2], [-0.4, 0.0, -0.8], [0.0, -0.3, -0.6], [0.3, -0.1, 0.3], [-0.3, 0.2, 0.1], [-0.6, -0.3, -0.5], [0.2, -0.2, -0.1], [0.1, 0.4, -0.3], [-0.5, -0.1, 0.2], [-0.4, 0.0, -0.2], [0.3, 0.5, 0.0], [0.0, -0.2, 0.3], [-0.2, -0.1, -1.0], [-0.1, 0.2, -0.1], [-0.2, 0.2, 0.1], [0.1, -0.4, -0.1], [-0.1, -0.2, 0.1], [0.2, 0.2, 0.2], [0.2, 0.0, -0.1], [-0.5, 0.1, 0.5], [0.2, 0.2, -0.2], [-0.1, -0.2, -0.2], [0.2, 0.2, 0.2], [0.0, -0.3, -0.1], [-0.2, 0.1, 0.1], [0.3, 0.0, 0.2], [-0.4, 0.0, -0.1], [0.5, -0.2, 0.1], [0.0, -0.1, 0.3], [0.3, 0.3, -0.1], [-0.2, -0.1, 0.0], [-0.1, 0.0, -0.3], [-0.1, 0.2, 0.1], [0.2, -0.5, -0.5], [0.4, 0.1, -0.6], [0.2, 0.4, 0.4], [0.0, 0.2, -0.7], [-0.3, 0.0, 0.2], [0.1, -0.2, 0.3], [-0.1, 0.0, 0.0], [-0.9, 0.0, -0.6], [0.0, 0.1, 0.5], [0.6, 0.3, 0.3]],
  "lowdin_charge": [0.068, -0.120, -0.007, -0.197, -0.007, -0.112, 0.000, 0.454, 0.709, -0.061, -0.309, 0.031, -0.085, -0.561, -0.115, -0.086, 0.917, 0.117, 0.111, 0.112, 0.100, 0.123, 0.115, 0.159, 0.166, 0.133, 0.131, 1.005, -0.441, -0.126, 0.090, 0.036, 0.089, 0.083, 0.069, -0.412, -0.130, 0.087, 0.051, 0.082, 0.081, 0.074, -0.396, -0.125, 0.081, 0.081, 0.082, 0.083, 0.073, -0.386, -0.113, 0.072, 0.088, 0.084, 0.072, 0.093, -0.378, -0.134, 0.092, 0.068, 0.081, 0.047, 0.093, -0.410, -0.102, 0.111, 0.075, 0.106, 0.093, 0.072, -0.103, 0.011, 0.064],
  "homo_lumo_gap_ha": [0.18570, 0.18575],
  "lumo_ev": [-7.17, -7.16],
  "total_charge": 2,
  "e_tot_ha": -4378.5217,
  "homo_energy_ev": [-12.22, -12.22]
}

=====

# 2
{
  "formula": "C3H3N3O2",
  "method": "ωB97M-V/def2-TZVPD",
  "elements": ["C", "C", "C", "H", "H", "H", "N", "N", "N", "O", "O"],
  "xyz": [[-0.2713, -0.4932, -0.4614], [-0.9273, 0.4099, 0.1845], [1.2289, -0.6140, -0.3311], [-1.8909, -1.9559, -1.0364], [-1.9757, 0.6397, 0.4446], [-0.2892, 2.1652, 1.3160], [-0.1100, 1.2159, 0.9134], [1.1624, 0.9679, 1.2120], [1.7855, 0.1166, 0.5496], [-0.6449, -1.1680, -1.7957], [1.9326, -1.2842, -0.9956]],
  "forces_ev_per_a": [[2.1, -3.8, -6.6], [-2.0, 2.4, 1.9], [-4.2, -1.4, -2.8], [3.7, 2.2, -2.8], [0.3, -0.4, -1.3], [-0.9, -1.7, -0.5], [0.9, 2.2, 2.8], [0.1, 1.5, -0.4], [3.1, 2.9, 5.5], [-4.2, -1.4, 6.8], [1.1, -2.5, -2.6]],
  "nbo_charge": [0.144, -0.081, 0.522, 0.401, 0.239, 0.427, -0.377, 0.059, -0.261, -0.562, -0.512],
  "homo_lumo_gap_ha": 0.27688,
  "lumo_ev": -1.78,
  "e_tot_ha": -430.5902,
  "homo_energy_ev": -9.32
}

=====

# 3
{
  "formula": "C8H16O4",
  "method": "ωB97M-V/def2-TZVPD",
  "elements": ["C", "C", "O", "C", "C", "O", "H", "H", "H", "H", "H", "H", "H", "H", "C", "C", "O", "C", "C", "O", "H", "H", "H", "H", "H", "H", "H", "H"],
  "xyz": [[-0.4554, 0.3329, 2.1527], [-1.7621, 0.6589, 1.3769], [-1.4841, 1.0726, 0.0417], [-0.5647, 2.1279, 0.0174], [0.7070, 1.8124, 0.8563], [0.3902, 1.4215, 2.2264], [0.0802, -0.5548, 1.7649], [-0.6738, 0.1532, 3.2230], [-2.1599, 1.5450, 1.9079], [-2.5102, -0.1520, 1.4682], [-0.4222, 2.2154, -1.0769], [-0.9437, 3.1004, 0.3862], [1.2586, 1.0217, 0.3124], [1.3639, 2.7015, 0.9149], [0.5428, -2.2181, -0.1361], [-0.7577, -1.8525, -0.8360], [-0.4469, -1.3115, -2.2094], [0.4674, -0.1911, -2.0973], [1.7759, -0.7215, -1.5071], [1.4175, -1.1036, -0.1650], [1.0627, -3.1224, -0.5069], [0.3614, -2.3547, 0.9474], [-1.3176, -1.0731, -0.2840], [-1.3170, -2.8026, -0.7367], [0.6336, 0.2318, -3.1068], [-0.0260, 0.5870, -1.4835], [2.2164, -1.5713, -2.0631], [2.5637, 0.0470, -1.3874]],
  "forces_ev_per_a": [[-1.0, -1.4, 1.0], [0.7, 0.8, 1.3], [-0.9, -0.7, 0.9], [0.6, 0.8, 0.2], [0.4, 0.3, -0.5], [0.8, 1.4, -2.2], [-0.3, 0.5, 0.0], [-0.4, -0.3, -0.5], [-0.2, -0.3, -0.1], [0.5, 0.3, -0.6], [0.7, 0.6, 0.7], [-0.5, -0.5, 0.0], [-0.2, 0.2, 0.8], [-0.5, -0.4, 0.0], [0.2, 0.9, 0.7], [0.8, 0.3, -0.4], [-0.5, -0.9, 1.5], [-0.1, -0.6, -0.7], [-0.5, 0.6, 1.0], [1.2, -0.5, -0.3], [-0.4, 0.3, -0.2], [-0.1, -0.3, -0.5], [0.5, -0.5, -0.4], [-0.3, 0.5, -1.4], [-0.3, -0.5, 0.3], [0.8, -0.8, -0.4], [-0.4, 0.3, 0.1], [-0.5, -0.2, -0.2]],
  "nbo_charge": [-0.104, -0.114, -0.540, -0.105, -0.126, -0.516, 0.176, 0.191, 0.176, 0.203, 0.199, 0.174, 0.198, 0.195, -0.098, -0.117, -0.543, -0.112, -0.106, -0.558, 0.179, 0.190, 0.201, 0.195, 0.188, 0.198, 0.187, 0.193],
  "homo_lumo_gap_ha": 0.36951,
  "lumo_ev": 0.95,
  "e_tot_ha": -615.2749,
  "homo_energy_ev": -9.10
}

=====

# 4
{
  "formula": "CH9O4",
  "method": "ωB97M-V/def2-TZVPD",
  "elements": ["C", "O", "H", "H", "H", "H", "H", "O", "H", "H", "O", "H", "H", "O"],
  "xyz": [[0.8307, -0.9031, -1.4592], [0.2645, -0.2071, -0.4367], [1.8297, -0.5719, -1.8134], [0.2246, -0.8856, -2.3921], [0.9971, -2.0074, -1.3151], [-2.0191, 0.6155, 1.7506], [-0.6160, 0.4017, 1.1201], [-1.1378, 0.9906, 1.6822], [0.1099, 1.6552, -1.0744], [0.8059, 2.9317, -1.0743], [0.0592, 2.5368, -1.4902], [0.2842, -1.8676, 0.8122], [-0.8094, -2.5402, 1.6992], [0.1111, -2.3788, 1.6347]],
  "forces_ev_per_a": [[-0.1, -0.5, -0.7], [0.2, -0.1, 0.4], [0.1, 0.3, 0.2], [-0.1, 0.1, -0.1], [-0.2, 0.2, 0.4], [0.2, -0.1, -0.2], [0.2, -0.3, -0.7], [-0.3, 0.5, 0.7], [-0.4, -0.9, 0.0], [0.9, 0.8, 0.4], [-0.5, -0.3, -0.3], [-0.5, 0.4, 0.3], [-1.2, 0.0, -0.2], [1.7, -0.1, -0.2]],
  "nbo_charge": [-0.202, -1.025, 0.099, 0.100, 0.088, 0.445, 0.523, -0.983, 0.513, 0.444, -0.984, 0.516, 0.452, -0.986],
  "homo_lumo_gap_ha": 0.28089,
  "lumo_ev": 4.05,
  "total_charge": -1,
  "e_tot_ha": -344.4731,
  "homo_energy_ev": -3.59
}

=====

# 5
{
  "formula": "C25H45IN2O4",
  "method": "ωB97M-V/def2-TZVPD",
  "elements": ["C", "C", "C", "O", "O", "C", "C", "C", "C", "I", "H", "H", "H", "H", "H", "H", "H", "H", "H", "C", "C", "C", "C", "C", "C", "N", "O", "C", "C", "C", "H", "H", "H", "H", "H", "H", "H", "H", "H", "H", "H", "H", "H", "H", "H", "H", "H", "H", "C", "C", "C", "C", "C", "C", "N", "O", "C", "C", "C", "H", "H", "H", "H", "H", "H", "H", "H", "H", "H", "H", "H", "H", "H", "H", "H", "H", "H"],
  "xyz": [[-1.3433, -0.6915, 3.1960], [-1.0345, -1.8230, 2.9698], [-0.9291, -3.1860, 2.4119], [-0.4827, -4.0459, 3.1046], [-1.3224, -3.4193, 1.1574], [-2.4745, -2.6516, 0.7503], [-3.7475, -3.1678, 1.4640], [-4.7059, -2.0469, 1.9174], [-6.0241, -2.7284, 2.3328], [-5.0574, -0.6641, 0.2849], [-1.6902, 0.3084, 3.2628], [-2.3351, -1.5739, 0.8427], [-2.5881, -2.8432, -0.3157], [-3.5300, -3.8035, 2.3253], [-4.3119, -3.7376, 0.7210], [-4.3343, -1.5093, 2.7887], [-6.6376, -2.0996, 2.9766], [-5.7446, -3.6563, 2.8435], [-6.6154, -3.0355, 1.4677], [5.8571, 1.3009, 2.4136], [4.5645, 1.6977, 3.1789], [4.4290, 0.9070, 4.4918], [3.9003, -0.5158, 4.3380], [2.6217, -0.5182, 3.5065], [2.8178, 0.1553, 2.1472], [3.3853, 1.5314, 2.2798], [2.4403, 2.3194, 2.6897], [3.7229, -0.7472, 1.2848], [1.4875, 0.1772, 1.3971], [4.7983, 3.1590, 3.5728], [5.6731, 0.7276, 1.5097], [6.3958, 2.1838, 2.0668], [6.5390, 0.7233, 3.0397], [3.7477, 1.4414, 5.1621], [5.3929, 0.8822, 5.0042], [4.6613, -1.1618, 3.8916], [3.6905, -0.9333, 5.3253], [2.2788, -1.5457, 3.3648], [1.8306, -0.0094, 4.0668], [3.9394, -0.2788, 0.3227], [3.2240, -1.6959, 1.0834], [4.6666, -1.0053, 1.7614], [0.7017, 0.6813, 1.9549], [1.1395, -0.8391, 1.2123], [1.5931, 0.6701, 0.4282], [4.8281, 3.8071, 2.6956], [5.7540, 3.2480, 4.0911], [4.0311, 3.5354, 4.2486], [-0.3336, 2.5014, -3.2174], [-1.0178, 1.1366, -2.9301], [-0.1866, -0.0318, -3.4868], [-0.3350, -0.2744, -4.9851], [-1.8103, -0.3588, -5.3626], [-2.5923, 0.8783, -4.9177], [-2.4129, 1.1594, -3.4606], [-3.1162, 0.2999, -2.7938], [-2.1441, 2.0742, -5.7817], [-4.0701, 0.6964, -5.2669], [-0.9754, 1.0124, -1.4041], [-0.8458, 3.1001, -3.9648], [-0.3249, 3.1323, -2.3276], [0.7003, 2.3771, -3.5434], [-0.4774, -0.9543, -2.9729], [0.8674, 0.1232, -3.2473], [0.1726, 0.5098, -5.5533], [0.1613, -1.2105, -5.2514], [-1.9045, -0.4865, -6.4434], [-2.2427, -1.2580, -4.9116], [-2.6345, 2.9946, -5.4596], [-2.4144, 1.9057, -6.8247], [-1.0682, 2.2389, -5.7783], [-4.4976, -0.1996, -4.8195], [-4.1900, 0.6020, -6.3462], [-4.6566, 1.5578, -4.9416], [-1.6085, 1.7618, -0.9261], [0.0466, 1.1618, -1.0548], [-1.2917, 0.0277, -1.0577]],
  "forces_ev_per_a": [[-0.2, 0.2, 0.0], [-0.6, -0.5, -1.2], [0.5, 0.4, 1.1], [0.5, -0.9, 0.2], [-0.3, 0.7, 0.1], [-0.5, -0.5, -0.5], [-0.2, 1.3, -0.7], [-0.6, -1.1, 0.2], [0.3, 0.0, -0.3], [0.1, 0.0, 0.4], [0.1, 0.2, 0.3], [0.2, -0.2, 0.3], [0.2, 0.0, 0.0], [0.2, 0.0, -0.1], [0.1, -0.3, 0.3], [0.3, 0.3, -0.4], [0.0, 0.0, 0.0], [-0.2, 0.2, 0.3], [0.1, 0.1, 0.0], [0.0, -0.2, -0.3], [2.1, 0.0, -0.2], [-0.5, -0.4, 0.2], [0.0, 0.1, 0.0], [0.2, 0.2, 0.5], [0.2, -1.6, -1.2], [-1.4, 0.2, 2.2], [0.0, 0.4, -0.7], [0.4, 0.0, 0.0], [-0.2, 0.6, 0.0], [-0.7, 0.3, 0.0], [-0.1, -0.1, 0.1], [-0.1, 0.1, 0.2], [0.0, 0.0, 0.0], [-0.1, 0.1, -0.1], [0.1, 0.2, -0.1], [0.0, 0.0, -0.1], [0.0, 0.0, 0.0], [0.0, 0.0, -0.2], [0.0, 0.1, -0.1], [0.0, 0.0, 0.0], [-0.2, 0.1, 0.1], [0.0, 0.1, 0.0], [0.1, 0.1, 0.0], [0.2, -0.1, 0.1], [0.1, 0.0, 0.1], [0.0, 0.0, 0.0], [0.1, -0.2, -0.1], [-0.1, 0.0, -0.1], [-0.1, 0.3, -0.3], [1.5, 1.4, 0.4], [-0.2, -0.5, -0.4], [0.0, 0.0, 0.0], [0.4, -0.3, 0.3], [-0.2, 1.1, -1.7], [0.2, -2.5, 0.3], [-0.6, 0.5, 0.3], [0.3, 0.2, 0.1], [-0.3, -0.2, 0.5], [-0.6, -0.3, 0.2], [0.0, -0.1, -0.1], [0.0, -0.2, 0.1], [0.0, 0.0, 0.0], [-0.2, 0.1, 0.1], [-0.1, 0.2, 0.1], [-0.1, 0.0, 0.0], [0.0, 0.0, 0.0], [-0.1, 0.2, 0.0], [-0.1, 0.1, 0.1], [0.0, 0.0, 0.0], [-0.1, -0.1, 0.1], [0.0, 0.0, 0.1], [0.1, 0.1, 0.1], [0.2, 0.1, 0.0], [0.0, 0.0, 0.0], [0.0, 0.0, 0.0], [0.0, 0.1, -0.2], [-0.1, 0.0, -0.1]],
  "lowdin_spin": [0.000, 0.000, 0.000, 0.000, 0.000, 0.000, 0.000, 0.000, 0.000, 0.000, 0.000, 0.000, 0.000, 0.000, 0.000, 0.000, 0.000, 0.000, 0.000, 0.002, 0.026, 0.015, 0.001, 0.014, 0.027, 0.351, 0.555, 0.001, -0.001, -0.001, 0.001, 0.000, 0.000, 0.002, 0.001, 0.000, 0.001, 0.001, 0.003, 0.001, 0.000, 0.000, -0.001, 0.000, 0.000, 0.000, 0.000, 0.000, 0.002, 0.026, 0.015, 0.001, 0.014, 0.027, 0.353, 0.554, 0.001, -0.001, -0.001, 0.001, 0.000, 0.000, 0.002, 0.001, 0.000, 0.001, 0.001, 0.003, 0.001, 0.000, 0.000, -0.001, 0.000, 0.000, 0.000, 0.000, 0.000],
  "homo_lumo_gap_ha": [0.33524, 0.34804],
  "lumo_ev": [0.53, 0.15],
  "spin_multiplicity": 3,
  "e_tot_ha": -1687.5154,
  "homo_energy_ev": [-8.59, -9.32],
  "s_squared": 2.01
}